Record 1
{"formula": "C2H5N3O2", "method": "the ωB97M-V functional and the def2-TZVPD basis", "species": ["H", "N", "C", "N", "O", "C", "N", "O", "H", "H", "H", "H"], "coordinates": [[-1.91, 1.88, -0.49], [-1.21, 1.05, -0.47], [-1.86, -0.03, 0.17], [-0.97, -1.09, 0.14], [0.22, -1.14, -0.42], [1.08, -0.22, 0.24], [2.35, 0.00, -0.46], [1.08, 0.35, 1.27], [-2.94, 0.00, 0.45], [-1.01, -1.75, 1.08], [2.32, 0.07, -1.39], [2.86, 0.87, -0.12]], "e_homo_ev": -9.079, "e_lumo_ev": 0.78, "smiles": "[H]/N=C/NOC(N)=O", "max_force_ha_per_bohr": 0.180, "multiplicity": 1, "e_above_lowest_ev": 5.265}

***

Record 2
{"formula": "C39H50BCl2F6N12ORbS", "method": "the ωB97M-V functional and the def2-TZVPD basis", "species": ["Rb", "C", "C", "C", "C", "N", "N", "B", "N", "C", "C", "C", "C", "N", "N", "C", "C", "C", "C", "N", "N", "C", "C", "C", "C", "N", "H", "H", "H", "H", "H", "H", "H", "H", "H", "H", "H", "H", "H", "H", "H", "H", "H", "H", "H", "H", "C", "C", "C", "C", "C", "C", "C", "C", "C", "C", "N", "C", "C", "C", "C", "C", "N", "H", "H", "H", "H", "H", "H", "H", "H", "H", "H", "H", "H", "H", "H", "H", "H", "H", "C", "C", "O", "C", "F", "F", "F", "C", "F", "F", "F", "H", "H", "H", "C", "N", "C", "S", "N", "C", "H", "H", "H", "H", "H", "H", "H", "H", "Cl", "C", "Cl", "H", "H"], "coordinates": [[-0.28, 0.25, 0.28], [-0.65, -3.11, -2.16], [-1.83, -2.26, -2.50], [-3.10, -2.65, -2.97], [-3.80, -1.47, -3.07], [-2.98, -0.46, -2.69], [-1.78, -0.95, -2.33], [-3.40, 1.01, -2.57], [-2.21, 1.99, -2.81], [-2.22, 3.11, -3.56], [-1.04, 3.78, -3.33], [-0.36, 2.98, -2.38], [0.97, 3.24, -1.76], [-1.08, 1.91, -2.08], [-3.96, 1.27, -1.15], [-4.74, 2.28, -0.71], [-4.83, 2.17, 0.66], [-4.04, 1.04, 0.98], [-3.76, 0.44, 2.32], [-3.53, 0.51, -0.12], [-4.45, 1.28, -3.67], [-4.22, 1.11, -4.99], [-5.40, 1.33, -5.66], [-6.32, 1.64, -4.64], [-7.78, 1.96, -4.78], [-5.75, 1.59, -3.45], [-0.74, -4.10, -2.60], [0.27, -2.65, -2.51], [-0.57, -3.23, -1.07], [-3.45, -3.64, -3.20], [-4.81, -1.27, -3.39], [-3.05, 3.36, -4.20], [-0.71, 4.71, -3.77], [1.38, 4.19, -2.10], [0.90, 3.28, -0.67], [1.68, 2.45, -2.02], [-5.18, 2.98, -1.40], [-5.37, 2.81, 1.34], [-4.67, 0.03, 2.76], [-3.03, -0.36, 2.23], [-3.38, 1.20, 3.01], [-3.24, 0.84, -5.35], [-5.57, 1.29, -6.72], [-8.08, 1.94, -5.82], [-8.39, 1.25, -4.23], [-8.00, 2.95, -4.38], [4.91, -2.36, 0.25], [3.66, -2.36, -0.64], [2.99, -3.70, -0.67], [3.49, -4.69, -1.50], [2.90, -5.94, -1.57], [1.77, -6.19, -0.81], [1.23, -5.22, 0.03], [-0.05, -5.50, 0.78], [0.17, -6.21, 2.12], [1.87, -3.97, 0.13], [1.29, -2.98, 0.93], [1.53, -2.99, 2.19], [0.83, -2.26, 3.21], [1.13, -2.34, 4.59], [0.13, -1.62, 5.24], [-0.72, -1.15, 4.21], [-0.31, -1.53, 3.00], [5.39, -1.38, 0.24], [5.63, -3.10, -0.09], [4.64, -2.61, 1.28], [3.94, -2.08, -1.65], [2.96, -1.60, -0.28], [4.36, -4.47, -2.12], [3.30, -6.71, -2.22], [1.27, -7.16, -0.88], [-0.68, -6.13, 0.15], [-0.58, -4.57, 0.94], [0.75, -7.13, 1.99], [-0.79, -6.47, 2.58], [0.71, -5.57, 2.82], [2.32, -3.65, 2.58], [1.96, -2.87, 5.02], [0.01, -1.46, 6.30], [-1.62, -0.57, 4.35], [-0.20, 1.84, 3.57], [0.26, 2.99, 2.62], [0.86, 2.50, 1.53], [-1.03, 3.78, 2.19], [-1.84, 4.00, 3.24], [-1.71, 3.08, 1.29], [-0.73, 4.97, 1.66], [1.23, 3.92, 3.40], [2.22, 3.20, 3.93], [1.78, 4.84, 2.61], [0.60, 4.56, 4.40], [-0.95, 1.25, 3.07], [-0.60, 2.28, 4.48], [0.66, 1.21, 3.80], [5.47, -0.77, -3.64], [4.15, -0.14, -3.67], [2.97, -0.64, -4.11], [1.53, 0.07, -3.64], [2.95, -1.75, -4.89], [3.96, -2.21, -5.84], [6.01, -0.36, -2.79], [6.05, -0.57, -4.54], [5.38, -1.84, -3.49], [4.03, 0.69, -3.11], [2.00, -2.04, -5.07], [4.54, -1.37, -6.23], [3.44, -2.66, -6.68], [4.63, -2.95, -5.42], [5.32, 1.79, 3.02], [4.65, 0.49, 2.03], [3.43, 1.07, 0.89], [4.18, -0.23, 2.69], [5.46, 0.04, 1.47]], "e_homo_ev": [-4.754, -4.719], "total_charge": -1, "e_lumo_ev": [1.78, -1.09], "max_force_ha_per_bohr": 0.024, "multiplicity": 2}

***

Record 3
{"formula": "C37H44BN13O4STeV", "method": "the ωB97M-V functional and the def2-TZVPD basis", "species": ["V", "C", "C", "C", "C", "N", "N", "B", "N", "C", "C", "C", "C", "N", "N", "C", "C", "C", "C", "N", "N", "C", "C", "C", "C", "N", "H", "H", "H", "H", "H", "H", "H", "H", "H", "H", "H", "H", "H", "H", "H", "H", "H", "H", "H", "H", "N", "C", "N", "C", "C", "C", "C", "C", "C", "H", "H", "H", "H", "H", "H", "C", "C", "S", "O", "O", "C", "C", "N", "C", "N", "C", "C", "N", "O", "O", "C", "H", "H", "H", "H", "H", "H", "H", "H", "H", "H", "H", "H", "H", "Te", "C", "C", "C", "C", "C", "C", "H", "H", "H", "H", "H"], "coordinates": [[-0.57, 1.04, 0.47], [-1.01, 1.85, -3.16], [-1.80, 0.76, -2.51], [-2.85, 0.04, -3.09], [-3.26, -0.83, -2.11], [-2.49, -0.65, -1.02], [-1.59, 0.35, -1.26], [-2.76, -1.19, 0.40], [-3.38, -0.04, 1.25], [-4.52, 0.24, 1.92], [-4.45, 1.52, 2.41], [-3.20, 1.99, 2.00], [-2.61, 3.34, 2.26], [-2.56, 1.05, 1.31], [-1.47, -1.66, 1.12], [-1.30, -2.71, 1.94], [0.00, -2.69, 2.40], [0.57, -1.54, 1.84], [1.96, -1.03, 2.00], [-0.33, -0.92, 1.07], [-3.63, -2.47, 0.22], [-4.92, -2.69, 0.48], [-5.33, -3.86, -0.11], [-4.20, -4.36, -0.76], [-4.09, -5.62, -1.54], [-3.18, -3.50, -0.57], [-1.41, 2.05, -4.15], [0.04, 1.58, -3.27], [-1.06, 2.78, -2.59], [-3.25, 0.15, -4.08], [-4.06, -1.56, -2.12], [-5.32, -0.47, 2.04], [-5.19, 2.04, 2.99], [-3.36, 4.11, 2.11], [-1.77, 3.55, 1.60], [-2.25, 3.41, 3.29], [-2.10, -3.40, 2.14], [0.46, -3.39, 3.08], [2.68, -1.79, 1.70], [2.15, -0.80, 3.05], [2.14, -0.13, 1.42], [-5.49, -2.00, 1.07], [-6.30, -4.31, -0.07], [-5.00, -6.20, -1.42], [-3.24, -6.21, -1.18], [-3.94, -5.41, -2.60], [1.56, 2.93, 3.74], [1.31, 2.65, 2.45], [0.34, 1.76, 2.30], [-0.05, 1.43, 3.60], [-1.01, 0.52, 4.06], [-1.18, 0.42, 5.43], [-0.43, 1.19, 6.33], [0.53, 2.08, 5.89], [0.70, 2.17, 4.51], [2.25, 3.59, 4.06], [1.88, 3.09, 1.65], [-1.60, -0.07, 3.38], [-1.92, -0.27, 5.81], [-0.61, 1.08, 7.39], [1.11, 2.67, 6.58], [7.16, 3.66, 1.19], [6.61, 2.28, 0.87], [4.99, 2.33, 0.09], [4.57, 3.70, -0.07], [4.11, 1.43, 0.80], [5.26, 1.63, -1.53], [4.15, 1.97, -2.53], [2.83, 2.16, -1.90], [2.12, 1.17, -1.32], [1.10, 1.65, -0.64], [1.14, 3.02, -0.80], [2.19, 3.34, -1.57], [2.59, 4.67, -1.95], [3.52, 4.80, -2.72], [1.93, 5.57, -1.47], [2.44, -0.27, -1.45], [8.17, 3.55, 1.58], [6.55, 4.16, 1.94], [7.20, 4.29, 0.31], [6.45, 1.66, 1.75], [7.26, 1.74, 0.18], [5.34, 0.56, -1.36], [6.21, 2.01, -1.90], [4.06, 1.16, -3.25], [4.38, 2.89, -3.06], [0.42, 3.71, -0.36], [2.69, -0.53, -2.48], [1.57, -0.85, -1.14], [3.28, -0.54, -0.80], [-1.14, -3.75, -1.18], [-1.42, -4.15, -3.19], [-1.42, -5.46, -3.67], [-1.20, -5.70, -5.02], [-0.97, -4.64, -5.89], [-0.98, -3.34, -5.42], [-1.21, -3.09, -4.07], [-1.58, -6.30, -3.00], [-1.19, -6.72, -5.39], [-0.76, -4.84, -6.93], [-0.82, -2.51, -6.10], [-1.23, -2.07, -3.71]], "e_homo_ev": [-12.154, -13.244], "total_charge": 2, "e_lumo_ev": [-5.08, -5.08], "max_force_ha_per_bohr": 0.012, "multiplicity": 4, "e_above_lowest_ev": 0.000}